{
  "formula": "C5H5NO",
  "method": "ωB97M-V/def2-TZVPD",
  "elements": ["C", "C", "O", "C", "C", "C", "N", "H", "H", "H", "H", "H"],
  "positions_angstrom": [[-0.016, 0.789, 1.326], [0.160, 0.057, -0.002], [1.642, -0.935, 0.026], [-1.066, -0.521, -0.526], [-2.069, -1.036, -0.955], [1.086, 0.588, -0.940], [1.649, 1.160, -1.773], [-0.515, 1.763, 1.179], [-0.635, 0.217, 2.024], [0.971, 0.980, 1.745], [1.731, -1.540, -0.748], [-2.938, -1.521, -1.355]],
  "atomic_forces_ev_per_a": [[0.345, -0.326, -0.067], [1.365, -1.155, 0.021], [-1.642, -1.005, 1.501], [0.104, -0.782, -0.218], [0.603, 0.219, 0.234], [-0.813, 2.826, -1.787], [0.109, -0.078, 0.051], [0.225, -0.456, -0.336], [0.244, -0.046, -0.198], [-0.035, -0.015, 0.099], [-0.721, 0.582, 0.556], [0.215, 0.237, 0.143]],
  "nbo_charge": [-0.621, 0.158, -0.730, -0.077, -0.112, 0.263, -0.354, 0.252, 0.236, 0.250, 0.486, 0.249],
  "total_charge": 0,
  "molar_mass_g_mol": 95.10,
  "orbital_gap_ev": 9.299,
  "e_homo_ev": -9.71,
  "max_force_ev_per_a": 3.44,
  "e_tot_ha": -323.34462,
  "spin_multiplicity": 1
}